# 1
The following is a quantum chemistry calculation of a structure of composition C21H17BrN3O3SV, from OMol25.

E_tot, Ha: -5116.146497
Total charge: +2
2S+1: 3

Last column: Löwdin spin population.
Positions of all 47 atoms, in Å:
V  0.62  0.11  -0.05  1.912
C  3.90  5.24  -4.61  0.000
C  3.59  4.34  -3.45  0.000
C  3.73  4.79  -2.14  0.000
C  3.48  3.96  -1.06  0.000
C  3.07  2.65  -1.31  0.001
C  2.93  2.16  -2.61  0.001
C  3.19  3.01  -3.67  0.000
S  2.73  1.66  0.04  0.014
O  2.59  0.23  -0.47  0.020
O  3.62  1.92  1.11  0.000
N  1.16  1.79  0.45  -0.021
C  0.33  2.67  1.23  0.007
C  0.64  3.87  1.77  -0.006
C  -0.37  4.56  2.51  0.000
C  -1.62  4.04  2.66  -0.006
C  -1.94  2.77  2.10  0.000
C  -3.19  2.14  2.22  0.001
C  -3.40  0.91  1.65  0.001
C  -2.35  0.29  0.96  0.004
N  -1.16  0.86  0.82  0.005
C  -0.95  2.10  1.39  0.003
H  3.63  6.27  -4.40  0.000
H  3.37  4.92  -5.51  0.000
H  4.97  5.21  -4.83  0.000
H  4.05  5.81  -1.96  0.000
H  3.63  4.32  -0.05  0.000
H  2.65  1.13  -2.79  0.000
H  3.10  2.65  -4.68  0.000
H  1.62  4.31  1.67  0.000
H  -0.14  5.52  2.94  0.000
H  -2.38  4.58  3.22  0.000
H  -3.99  2.63  2.76  0.000
H  -4.35  0.40  1.73  0.000
H  -2.48  -0.68  0.51  0.000
O  1.22  -5.72  -0.81  0.003
C  0.96  -4.49  -0.39  0.005
C  1.17  -4.06  0.93  0.001
C  0.88  -2.76  1.24  0.006
N  0.37  -1.89  0.34  0.013
C  0.18  -2.35  -0.91  0.010
Br  -0.52  -1.01  -2.10  0.020
C  0.46  -3.60  -1.35  0.004
H  1.57  -6.28  -0.11  0.000
H  1.56  -4.72  1.69  0.000
H  1.04  -2.38  2.24  0.001
H  0.29  -3.92  -2.37  0.000

***

# 2
The following is a quantum chemistry calculation of a structure of composition C21H17Cl2N8O3RhSbSe4, from OMol25.

E_tot, Ha: -12351.338851
Total charge: -1
2S+1: 5

Last column: Löwdin spin population.
Positions of all 57 atoms, in Å:
Rh  -0.51  0.27  -0.52  0.238
N  -0.87  3.52  0.30  0.001
C  -1.53  2.69  1.14  0.016
N  -2.17  3.26  2.16  0.065
C  -2.79  2.39  2.98  0.031
N  -3.43  2.95  4.05  0.008
N  -2.85  1.08  2.86  0.083
C  -2.19  0.57  1.80  0.169
N  -1.47  1.37  0.92  0.086
C  -2.23  -0.80  1.50  0.126
C  -2.95  -1.76  2.25  0.060
C  -2.99  -3.06  1.83  0.053
C  -2.30  -3.43  0.65  0.126
C  -1.61  -2.47  -0.04  0.012
N  -1.55  -1.20  0.38  0.157
H  -1.14  4.48  0.37  0.000
H  -0.57  3.17  -0.60  0.004
H  -3.64  3.93  3.95  0.001
H  -4.12  2.37  4.49  0.000
H  -3.48  -1.42  3.13  0.003
H  -3.55  -3.79  2.39  0.001
H  -2.34  -4.44  0.27  0.008
H  -1.07  -2.68  -0.96  -0.001
Cl  3.70  -0.33  -6.50  0.000
C  2.74  -0.50  -5.06  0.000
C  2.40  -1.79  -4.62  0.000
C  1.64  -1.95  -3.50  0.000
Cl  1.24  -3.54  -2.95  0.001
C  1.15  -0.85  -2.73  0.003
O  0.41  -1.09  -1.72  0.013
C  1.53  0.44  -3.19  0.000
C  1.22  1.65  -2.51  -0.001
O  0.60  1.82  -1.45  0.002
C  2.32  0.59  -4.36  0.000
H  2.74  -2.66  -5.17  0.000
H  1.62  2.56  -2.98  0.000
H  2.58  1.58  -4.70  0.000
N  4.74  -2.00  4.01  0.000
C  4.44  -0.73  3.65  0.000
O  5.10  0.22  4.00  0.000
C  3.28  -0.56  2.69  -0.001
C  2.59  -1.61  2.10  0.001
C  1.55  -1.33  1.23  0.002
N  1.19  -0.08  0.95  0.024
C  1.85  0.93  1.51  0.002
C  2.90  0.74  2.38  0.001
H  5.53  -2.14  4.61  0.000
H  4.21  -2.80  3.71  0.000
H  2.84  -2.65  2.27  0.000
H  0.99  -2.11  0.75  0.000
H  1.50  1.93  1.25  0.000
H  3.43  1.57  2.82  0.000
Se  -5.08  3.60  -3.73  0.408
Sb  -4.35  1.44  -4.43  0.240
Se  -2.28  0.69  -2.11  0.837
Se  -3.12  2.33  -6.47  0.911
Se  -5.83  -0.37  -5.03  0.312

***

# 3
The following is a quantum chemistry calculation of a structure of composition C21H17F6MgN3O4PS2, from OMol25.

E_tot, Ha: -3213.101948
Total charge: -2
2S+1: 2

Last column: Löwdin spin population.
Positions of all 55 atoms, in Å:
Mg  -0.54  -1.76  1.78  0.004
O  -3.62  -0.30  0.56  -0.001
C  -2.35  0.09  0.34  -0.003
O  -1.42  -0.92  -0.15  0.001
C  -1.69  0.98  1.41  0.006
C  -2.04  2.32  1.75  0.177
C  -1.21  2.87  2.74  0.047
C  -0.16  2.22  3.33  0.104
C  0.09  0.89  2.92  0.161
N  -0.75  0.34  2.00  0.112
C  1.05  -0.09  3.36  0.183
O  2.17  0.20  4.03  0.058
O  0.91  -1.30  3.01  0.120
H  -3.63  -0.89  1.31  0.000
H  -2.78  2.89  1.24  0.012
H  -1.33  3.93  2.92  -0.001
H  0.52  2.83  3.96  0.007
H  2.23  1.17  4.07  0.000
S  -2.78  -2.65  2.81  0.002
C  -2.60  -3.75  1.53  0.000
S  -1.03  -4.02  0.85  0.000
C  -3.66  -4.41  0.92  0.000
C  -5.02  -4.48  1.39  0.000
N  -6.14  -4.44  1.70  0.000
C  -3.57  -5.18  -0.28  0.000
N  -3.44  -5.68  -1.31  0.000
C  -1.49  2.37  -1.79  0.003
C  -0.79  1.04  -1.62  0.000
C  -0.25  0.52  -2.97  0.000
C  -1.83  0.17  -1.06  -0.002
C  0.48  1.11  -0.76  0.001
C  1.19  -0.03  -0.56  0.000
C  2.41  -0.07  0.08  0.001
C  2.89  1.15  0.59  0.001
C  2.08  2.29  0.57  0.004
C  0.89  2.26  -0.18  0.000
H  -2.24  2.31  -2.63  0.000
H  -0.87  3.16  -2.27  0.000
H  -2.02  2.68  -0.83  0.002
H  -0.98  0.19  -3.67  0.000
H  0.40  -0.34  -2.76  0.000
H  0.28  1.32  -3.44  0.000
H  -2.50  -0.18  -1.83  0.000
H  0.81  -0.95  -0.99  0.000
H  3.03  -0.98  0.10  0.000
H  3.88  1.26  1.03  0.000
H  2.43  3.22  0.99  0.001
H  0.29  3.22  -0.32  0.000
F  4.32  -2.26  -2.69  0.000
P  4.95  -0.95  -3.40  0.000
F  6.44  -1.42  -2.99  0.000
F  3.48  -0.46  -3.88  0.000
F  5.13  -1.70  -4.85  0.000
F  5.56  0.38  -4.03  0.000
F  4.85  -0.18  -1.97  0.000

***

# 4
The following is a quantum chemistry calculation of a structure of composition C21H17IMgN5O4S, from OMol25.

E_tot, Ha: -2281.295833
Total charge: -1

Last column: natural (NBO) charge in e.
Positions of all 50 atoms, in Å:
Mg  0.05  0.23  -0.07  1.726
C  -1.46  1.38  -4.24  -0.647
C  -1.79  0.01  -3.74  0.180
N  -2.49  -0.77  -4.52  -0.417
C  -2.78  -2.01  -4.09  -0.064
C  -2.32  -2.53  -2.90  -0.044
C  -2.65  -3.96  -2.59  -0.088
O  -1.54  -4.82  -2.81  -0.727
C  -1.52  -1.72  -2.05  -0.255
C  -0.92  -2.33  -0.91  0.188
N  -0.41  -1.77  0.13  -0.611
C  -0.09  -2.57  1.21  0.203
C  -0.81  -3.76  1.43  -0.248
C  -0.51  -4.63  2.46  -0.205
C  0.51  -4.33  3.35  -0.229
C  1.17  -3.13  3.21  -0.225
C  0.87  -2.25  2.17  -0.180
I  1.97  -0.45  2.24  0.173
C  -1.31  -0.36  -2.43  0.420
O  -0.69  0.48  -1.73  -0.814
H  -2.01  1.59  -5.15  0.216
H  -0.39  1.45  -4.42  0.220
H  -1.70  2.11  -3.47  0.234
H  -3.40  -2.61  -4.75  0.177
H  -3.49  -4.28  -3.22  0.169
H  -2.95  -4.10  -1.54  0.178
H  -1.09  -4.49  -3.59  0.470
H  -0.89  -3.43  -0.97  0.184
H  -1.64  -3.99  0.78  0.213
H  -1.08  -5.55  2.56  0.210
H  0.76  -5.00  4.15  0.209
H  1.94  -2.85  3.91  0.219
O  1.05  1.92  -0.05  -0.611
N  2.10  1.87  -0.74  0.143
N  2.46  0.71  -1.12  0.121
O  1.81  -0.38  -0.86  -0.719
C  3.63  0.61  -1.88  0.192
C  4.48  1.71  -2.03  -0.241
C  5.64  1.57  -2.77  -0.210
C  5.96  0.36  -3.36  -0.232
C  5.11  -0.72  -3.21  -0.207
C  3.95  -0.60  -2.47  -0.245
H  4.23  2.64  -1.55  0.240
H  6.31  2.41  -2.88  0.207
H  6.88  0.25  -3.92  0.204
H  5.35  -1.67  -3.67  0.208
H  3.28  -1.44  -2.34  0.248
S  -3.72  1.62  2.27  -0.301
C  -2.36  1.11  1.64  0.167
N  -1.34  0.69  1.22  -0.800

***

# 5
The following is a quantum chemistry calculation of a structure of composition C21H18BeN4OS3, from OMol25.

E_tot, Ha: -2314.697527

Last column: natural (NBO) charge in e.
Positions of all 48 atoms, in Å:
Be  -0.15  -0.67  -0.38  1.567
C  -0.34  2.12  -2.24  -0.694
C  -1.51  1.46  -1.59  0.132
N  -1.56  0.34  -0.91  -0.648
C  -2.84  0.10  -0.41  0.202
C  -3.74  1.05  -0.73  -0.460
S  -3.02  2.28  -1.66  0.492
C  -3.13  -1.08  0.40  0.059
C  -4.31  -1.40  1.00  -0.435
S  -4.13  -2.84  1.88  0.440
C  -2.48  -2.95  1.38  0.093
N  -2.11  -1.98  0.61  -0.453
C  -1.59  -4.07  1.81  -0.659
H  0.53  1.48  -2.21  0.288
H  -0.11  3.05  -1.71  0.251
H  -0.58  2.36  -3.27  0.235
H  -4.79  1.09  -0.46  0.249
H  -5.24  -0.85  0.98  0.242
H  -2.07  -4.69  2.56  0.222
H  -0.66  -3.67  2.22  0.247
H  -1.33  -4.69  0.95  0.250
O  1.20  -0.16  -1.33  -0.754
N  2.15  -1.10  -1.31  0.002
C  3.44  -0.70  -1.35  0.028
C  4.45  -1.62  -1.35  -0.267
C  4.12  -2.98  -1.31  -0.163
C  2.80  -3.36  -1.28  -0.250
C  1.76  -2.40  -1.29  0.046
S  0.09  -2.71  -1.25  -0.328
H  3.58  0.37  -1.38  0.233
H  5.47  -1.28  -1.39  0.230
H  4.90  -3.73  -1.30  0.224
H  2.50  -4.40  -1.25  0.236
C  0.37  -0.20  1.31  -1.083
C  0.50  1.27  1.28  0.045
C  -0.61  2.11  1.49  -0.217
C  -0.53  3.48  1.33  -0.167
C  0.67  4.08  0.95  -0.249
C  1.79  3.27  0.76  -0.156
C  1.70  1.90  0.93  -0.239
C  0.74  5.50  0.75  0.291
N  0.78  6.64  0.59  -0.344
H  1.32  -0.67  1.55  0.210
H  -0.37  -0.50  2.05  0.210
H  -1.55  1.66  1.80  0.200
H  -1.40  4.10  1.50  0.219
H  2.73  3.73  0.49  0.219
H  2.59  1.29  0.79  0.204